The following is a DFT calculation (wB97M-V/def2-TZVPD) of an isolated ion of composition C5H4Cl2NO2 and charge -1 at a distorted geometry.

Output
Energy relative to the best compared isomer or geometry (same formula, charge and spin) (kcal per mole): 0.0
Charge: -1
Energy (Ha): -1318.59634
F_max (eV/Å): 3.842
HOMO energy (eV): -3.83
SMILES: O=C([O-])N1CCC(Cl)=C1Cl

The geometry in XYZ format:
```
14
Properties=species:S:1:pos:R:3:forces:R:3
O 0.12477 -2.83445 0.57926 -0.9 1.1 -0.6
C -0.80940 -2.12709 0.13300 1.1 0.3 0.3
O -1.98192 -2.30436 -0.12807 -0.5 -0.9 0.0
N -0.39259 -0.66006 -0.21822 -0.6 -0.8 -0.4
C 0.96859 -0.29709 -0.10156 2.6 -1.7 1.3
C 1.11990 1.26298 -0.14011 -2.7 -2.7 0.4
C -0.36306 1.58710 0.14429 1.8 -0.3 -0.1
Cl -0.68907 3.25875 0.21213 -0.9 0.5 0.1
C -1.09301 0.46044 0.03567 -1.4 0.5 -0.2
Cl -2.82048 0.34563 0.07248 0.1 0.7 0.2
H 1.58115 -0.84283 -0.81532 0.0 0.4 -0.8
H 1.30531 -0.91220 0.77633 0.1 1.4 0.2
H 1.28805 1.43785 -1.19181 0.8 1.0 -0.1
H 1.76177 1.62533 0.64192 0.7 0.5 -0.3
```
Positions in Å, forces in eV/Å.

These are the Mulliken partial charges, in e, on atoms 1 to 5: -0.7158, 0.5442, -0.6679, 0.0440, -0.9020